# 1
110
Properties=species:S:1:pos:R:3 method="wB97M-V/def2-TZVPD" gap_ha=0.0642 e_tot_ha=-4243.89020 e_homo_ev=-8.449 lumo_energy_ev=-6.70 charge=+1
H -6.41468 2.17859 -0.63651
H -6.68111 -3.74076 1.00317
F 6.47538 6.39836 3.25712
C -2.25247 2.36942 1.41426
C 5.38189 -0.58547 -0.33459
N -5.21679 -2.96454 -0.81786
Cl 5.99810 -8.36411 3.20873
H -7.01391 2.25269 1.00650
C 6.20781 -2.63210 2.39195
H -5.50587 -1.91264 1.01902
O 3.96938 5.50835 4.39547
Be -7.19997 -5.45903 -0.45001
O -0.28247 2.74974 2.73998
H 3.19663 1.85259 -2.37854
H 5.86330 -1.74153 2.92989
H -4.79697 -5.52829 -1.52814
H -0.15221 5.27094 -3.46347
H 3.86997 -0.14147 -1.83584
H -0.30193 -6.81964 -3.32358
H 1.70484 2.01302 0.91955
O 1.13928 -5.43659 -3.83829
H -4.39871 -2.98915 -1.42266
F 3.21249 4.39408 -0.07175
O -2.53019 5.30580 -0.52961
O -2.36562 0.68446 -1.81859
H 5.94007 0.12041 0.27614
C 2.53801 5.58459 4.47271
H 5.93874 -0.86904 -1.22733
H 2.12418 3.54981 3.88231
H 5.44777 -3.44876 2.49440
H -4.88086 0.46011 2.28163
H 2.13630 6.04666 3.56977
C -0.95688 -4.73675 -3.23851
C -4.19117 2.94218 0.09739
C 4.00637 0.00153 -0.76580
O 6.39753 -2.33353 1.05031
C -5.04585 -1.75123 0.04676
C -0.08908 4.08124 -1.84734
C -2.85922 3.14349 0.42370
F -1.86897 0.55936 4.49989
Na 5.97781 -4.50279 3.84000
C -0.72556 3.75962 -0.61107
H -4.30236 -5.89959 -0.03167
H -7.63670 0.15407 -0.21016
C 6.00269 5.14403 3.28398
N -0.77451 4.79559 -2.82199
C 1.24602 -4.58234 -2.79283
C -2.22191 -5.11852 -2.52433
Cl 6.77397 -7.09684 0.69682
H -1.37275 5.49841 -2.41127
C -2.78580 1.66904 -2.46141
H 4.42221 -1.62227 1.24120
H 3.89312 3.26655 -1.64998
H -2.91370 -5.63734 -3.18982
O 2.27657 -4.18131 -2.35305
H 1.72072 3.86962 -2.94914
F 6.53539 4.48543 2.25793
C -2.06525 4.13323 -0.27667
C -4.87764 1.95103 0.77324
H 7.21420 -2.87786 2.80200
C 3.26236 2.41623 -1.43528
O 3.85118 4.88116 2.22604
H -2.70200 -4.22698 -2.14749
H -6.71829 -0.18675 1.22490
O 0.02725 -4.25010 -2.30884
C -4.27719 1.20161 1.77536
O -1.58170 -1.81946 -4.11862
C 1.93164 4.21992 4.71834
H 2.36831 3.76620 5.60882
H 6.58838 -9.39618 1.17759
O -3.25770 2.75054 -2.07372
C -0.80571 2.69129 1.64800
N -4.33475 -5.12965 -0.69715
C 1.21585 2.58765 0.14657
C -0.05560 3.00336 0.38370
H -0.71571 -1.81627 -3.68006
C -2.94380 1.40448 2.11563
C -2.69788 1.49160 -4.00357
H -3.28317 0.62003 -4.29550
H 3.52579 1.59474 0.59006
H -1.17326 -3.93820 -3.95881
H 4.75464 -2.65398 -0.15075
H -0.53335 -6.06059 -4.91351
H 4.97190 1.84357 -0.33752
H 5.00212 -8.59394 1.08797
C 1.87874 2.87866 -1.06984
C 1.19961 3.63053 -2.03033
C -0.22226 -5.88500 -3.88658
C 4.46808 5.14145 3.21205
C -6.32317 1.72119 0.35082
C 5.16399 -1.85484 0.46900
H 0.85373 4.29272 4.85520
F 6.44900 4.56788 4.41150
H -4.80351 0.10518 -1.00170
H -2.46002 0.81567 2.91813
H -4.65165 3.52714 -0.68321
H 2.31969 6.24957 5.30723
C 6.02221 -8.51151 1.44330
C -6.63618 0.23386 0.22105
H -6.10759 -0.91192 -1.55782
H -3.97739 -1.64809 0.24071
C 3.94029 1.50361 -0.41138
H -3.07696 2.36983 -4.52001
N -6.07510 -4.53023 0.76312
Mg -2.02914 6.37715 0.96566
H -2.00338 -5.75296 -1.66541
C -5.63401 -0.51432 -0.66188
C -5.24236 -4.17238 -0.20327
H -1.65897 1.32848 -4.28635
H 3.25748 -0.58245 -0.22620

=====

# 2
97
Properties=species:S:1:pos:R:3 method="wB97M-V/def2-TZVPD" gap_ha="0.1935 / 0.1691" e_tot_ha=-5833.47943 e_homo_ev="-7.752 / -7.485" e_above_lowest_kj_mol=99.0 lumo_energy_ev="-2.49 / -2.88" charge=0
C -1.95411 -2.16285 1.70302
H 3.55689 -4.96085 2.60252
C -2.00671 2.93855 -2.94668
H 0.57729 -4.81435 -0.10098
O -2.40111 2.16485 0.48712
O -8.97981 0.51465 -0.92578
C -4.42011 -0.45725 -0.84988
H 5.26939 -0.37105 -1.72608
H 3.16609 2.21115 -4.65598
H -3.08141 0.46475 -5.00118
H -0.23291 2.44315 1.23142
N 0.33769 0.48545 1.43822
H 1.72499 -1.06965 -3.27928
H 2.22309 -5.18365 1.50382
Si 3.23309 0.82835 -2.57748
O -0.91691 4.68525 -1.80738
C 0.65519 -3.87405 3.99042
H -0.10551 -5.05465 1.49622
H 3.49519 -4.05435 1.10152
Au 0.23599 0.93815 -0.96428
C 3.33019 1.87085 2.33912
H 2.51789 3.52855 -0.98888
H 0.41139 -2.15925 -1.62848
C 2.30129 0.80205 -0.91158
C -1.98811 1.80415 -3.74278
C -3.23121 3.58035 -2.76378
H 2.10459 2.88085 -3.43138
N -8.11431 -0.33275 -1.00198
H 2.84009 -0.66485 -4.55258
C 0.30969 0.89695 4.15522
H -4.88921 2.77555 0.02122
C 0.68329 -0.52795 2.24572
Si -0.40301 -2.64135 0.70052
C -4.38371 3.11635 -3.36688
H 3.56499 1.33905 3.25332
C -4.33431 1.99225 -4.17468
H 3.41409 -1.59775 -3.18748
C 2.77589 3.09265 -0.03848
Sb 2.61849 -1.18595 0.07802
C 3.12789 3.86195 1.04392
H 4.51259 -0.87205 2.06372
C 3.06969 2.41815 -3.59548
C 2.89299 -4.44325 1.91732
C 3.39609 3.24625 2.26912
C 0.02429 1.67205 1.94072
H -3.24041 4.46065 -2.13628
C 2.75389 -0.78415 -3.47938
H -0.22551 2.93075 3.65032
H -2.84971 -2.60945 1.28322
H -1.02441 -1.20315 -1.26398
H 3.21309 4.93305 0.93782
N 2.99969 1.11565 1.29962
C -6.46851 1.38665 -0.43028
Si 1.96929 -3.05695 2.85782
C -0.80491 3.54415 -2.22258
C -4.12991 0.85385 -0.48348
C 0.01299 1.94145 3.29562
H 3.66249 3.82975 3.13592
H -0.02241 -4.51475 3.44182
C -3.13321 1.34105 -4.37238
C 0.63479 -0.33795 3.62932
H 1.14199 -4.49135 4.73812
H -5.99781 -1.86145 -1.27288
C -0.24391 -4.54485 0.55432
H 3.35669 -3.00505 4.93282
H -1.89721 -2.47155 2.74242
H -5.22711 1.62005 -4.65258
H 5.25109 -0.61235 0.47882
H 5.33669 1.33205 -1.28538
H 0.04369 -3.15105 4.51832
O 0.25599 2.83715 -2.14128
C 1.10619 -1.80895 1.64762
H 3.84149 3.12995 -3.32068
H -1.17621 -2.89765 -1.66288
C 5.07189 0.63785 -2.07588
H 0.84129 -1.16315 4.28702
H 3.11439 -1.35675 4.39752
H 0.29469 1.04025 5.22502
C -6.74951 0.07335 -0.79298
C -5.73271 -0.85435 -0.99238
H 4.29299 -2.38465 3.60492
C -2.69301 1.28905 -0.30908
C 3.30699 -2.36685 4.05432
H 5.72639 0.82655 -2.91748
H -7.28401 2.07815 -0.28888
C 2.69949 1.70085 0.12852
O -8.32491 -1.50175 -1.25568
O -1.88751 0.64625 -1.05888
H -3.61001 -1.15075 -1.01968
C -0.56051 -2.17375 -1.13648
H -5.32091 3.62495 -3.19968
H -1.15151 -4.94205 0.11182
H -2.09651 -1.08675 1.68552
C -5.15311 1.76995 -0.26788
C 4.59199 -1.25235 1.05322
H 4.97709 -2.26665 1.04892
Br -0.41921 0.78215 -4.06488

=====

# 3
13
Properties=species:S:1:pos:R:3 method="wB97M-V/def2-TZVPD" gap_ha=0.3412 e_tot_ha=-502.44869 e_homo_ev=-15.222 e_above_lowest_kj_mol=0.0 lumo_energy_ev=-5.94 charge=+1
N -2.79059 0.27354 -1.02416
H 0.01643 1.10931 -2.06022
N -3.42013 0.41177 0.24254
N -0.94240 -1.13194 1.16895
O -0.22132 0.99038 0.69390
C -1.33810 -0.03702 0.51923
N -2.54315 0.39730 1.06460
H -0.46186 -1.93363 0.67605
C 0.45249 1.63630 -0.15636
H 1.15925 2.30965 0.40080
N -1.64852 -0.10779 -0.93536
H -1.26194 -1.31418 2.01722
O 0.56596 1.55854 -1.39741

=====

# 4
20
Properties=species:S:1:pos:R:3 method="wB97M-V/def2-TZVPD" gap_ha="0.2761 / 0.1797" e_tot_ha=-927.06654 spin_multiplicity=3 s_squared=2.0112 e_homo_ev="-21.284 / -21.742" e_above_lowest_kj_mol=479.1 lumo_energy_ev="-13.77 / -16.85" charge=+3
O 0.00211 -3.37703 -0.12349
H -1.03829 -1.32723 1.74491
C 0.00191 2.16307 -2.11619
N 0.00181 0.17057 0.68921
H 0.65141 2.33417 3.04261
O -3.05789 -0.64343 -1.10639
C 1.91231 -0.57423 -1.13139
O 3.06171 -0.64373 -1.10629
C -1.90839 -0.57403 -1.13169
O 0.00191 3.23077 -2.50019
N -0.54239 -0.40913 1.74891
C -0.35149 0.37697 2.82331
H 1.06161 2.02907 0.41461
Au 0.00191 -0.56053 -1.13669
C 0.54781 1.34107 1.07031
C 0.00191 -1.22043 -2.92949
C 0.00201 -2.28733 -0.51549
C 0.33961 1.50277 2.42521
O 0.00161 -1.67883 -3.98619
H -0.69119 0.14747 3.82441

=====

# 5
6
Properties=species:S:1:pos:R:3 method="wB97M-V/def2-TZVPD" gap_ha=0.3031 e_tot_ha=-695.49111 e_homo_ev=-9.244 e_above_lowest_kj_mol=301.5 lumo_energy_ev=-1.00 charge=0
H 0.75747 -1.50787 -1.13911
P 0.76796 -0.02883 -0.72942
N -0.01916 -0.08494 0.73954
H -1.34775 -0.32875 0.78007
I 0.27506 1.71295 1.91327
H -0.43358 0.23744 -1.56434

=====

# 6
63
Properties=species:S:1:pos:R:3 method="wB97M-V/def2-TZVPD" gap_ha=0.3456 e_tot_ha=-1572.28963 smiles="CC[C@H](C)[C@H](NC(C)=O)C(=O)NC.S=C=NCCCCCCc1ccccc1" e_homo_ev=-8.841 e_above_lowest_kj_mol=0.0 lumo_energy_ev=0.56 charge=0
H 2.18553 1.79653 -3.86763
H -2.24296 -2.61695 2.44890
H -3.16229 2.70419 2.33995
H -2.97293 4.59521 0.75211
H 2.22897 -3.12613 -4.08392
N 1.48693 -0.86449 -2.73718
C 0.33752 3.96869 1.24204
O 2.22628 -0.14451 -4.73587
C -1.02862 2.43941 2.54843
H 1.51523 -1.61159 -2.06131
C -0.41443 0.04429 -1.38571
H -1.74400 -0.93807 -2.79385
H -1.83509 1.51409 -2.13192
C 2.93832 -2.30196 -4.04392
C -1.21587 -0.03869 2.79258
H -0.30230 -0.16286 2.20323
H 3.50014 -2.26096 -4.97597
C 0.71160 0.34442 -2.40976
C -0.05940 -4.38391 2.06014
H 0.75524 -2.68850 3.09077
H 0.04416 -0.20073 -0.42554
C 1.51462 -4.60735 0.13031
H 2.75228 4.10607 -2.35797
H 3.62384 -2.44232 -3.21002
H -0.95127 -4.63810 1.47692
H -2.83348 -2.49535 -1.16280
O 1.87070 1.68482 -0.76307
C -0.81583 4.58348 0.74556
H -0.64472 -2.03606 -1.95931
C -1.36375 -1.18045 3.80841
C 3.27472 3.20506 -2.68311
H -2.04412 1.43585 4.13966
H 0.22534 0.68967 -3.32349
C -1.40860 -2.56627 3.15598
C -1.14613 1.30136 3.52783
H -2.28782 -1.03304 4.37688
N 1.14005 -4.63441 1.26315
H -0.05092 -5.01181 2.95751
C -2.07571 4.12339 1.14109
H 0.00490 -2.30022 1.53494
H -0.28439 1.30818 4.20357
C -1.28106 -1.16047 -1.83130
C 2.18386 -1.00672 -3.86529
H 3.97622 2.90342 -1.90224
H -0.73136 5.40982 0.04647
H -0.53089 -1.14620 4.51882
H -0.69890 2.15593 -0.92866
H 1.31926 4.30583 0.92244
C -1.30182 1.29241 -1.20719
C -2.18029 3.05470 2.03781
H -1.59352 -3.30641 3.94150
H -2.01864 1.13633 -0.40208
H -2.06761 -0.04253 2.10466
H -3.15118 -0.79667 -0.78759
H 1.13445 2.42326 2.50481
C -2.37640 -1.56145 -0.83497
C 0.23063 2.90012 2.13790
H -1.94371 -1.70727 0.15366
C 1.66903 1.46369 -1.95507
N 2.31014 2.13326 -2.91930
H 3.82905 3.41774 -3.59802
C -0.09658 -2.90783 2.43883
S 1.86756 -4.52093 -1.40284